Molecular formula: C3H8N2O2S
Method: DFT, ωB97M-V with the def2-TZVPD basis set

Each atom is followed by the atoms it is bonded to, with distances in Å.
Geometry (Å):
1 C -0.22 0.72 -0.47  N2 1.254, N5 1.336, H6 1.029
2 N -0.38 -0.51 -0.65  C1 1.254, C3 1.386
3 C -1.50 -1.07 -0.05  N2 1.386, C4 1.540, H7 1.055, H8 1.184
4 C -2.15 0.15 0.62  C3 1.540, N5 1.492, H9 1.099, H10 1.131
5 N -1.26 1.26 0.18  C1 1.336, C4 1.492, H11 0.990
6 H 0.41 1.43 -0.87  C1 1.029
7 H -1.22 -1.85 0.60  C3 1.055
8 H -2.09 -1.69 -0.87  C3 1.184
9 H -3.23 0.33 0.48  C4 1.099
10 H -2.00 0.15 1.74  C4 1.131
11 H -1.23 2.20 0.49  N5 0.990
12 O 2.48 -1.46 -0.05  S13 1.606, H15 0.944
13 S 2.77 0.01 0.53  O12 1.606, O14 1.684
14 O 3.53 1.04 -0.58  S13 1.684, H16 0.941
15 H 1.63 -1.61 -0.44  O12 0.944
16 H 4.45 0.89 -0.64  O14 0.941

Properties
- multiplicity = 1
- HOMO level (eV) = -8.2
- E (Eh) = -777.20620
- SMILES = C1=NCCN1.OSO
- total charge = 0
- HOMO-LUMO gap (eV) = 9.0722

---

Molecular formula: C40H38ClF5N3
Method: DFT, ωB97M-V with the def2-TZVPD basis set

Each atom is followed by the atoms it is bonded to, with distances in Å.
Geometry (Å):
1 C 0.04 0.47 1.92  C2 1.236, H15 1.133
2 C -1.11 0.84 1.63  C1 1.236, C3 1.554
3 C -2.40 1.27 0.88  C2 1.554, C4 1.517, N14 1.374
4 C -3.59 0.36 0.68  C3 1.517, C5 1.516, H16 1.134
5 C -4.82 0.80 -0.10  C4 1.516, C6 1.581, C10 1.553
6 C -6.08 -0.12 -0.38  C5 1.581, C7 1.617, C8 1.593, H17 1.142
7 C -6.00 -0.68 -1.89  C6 1.617, H18 1.138, H19 1.137, H20 1.137
8 C -7.48 0.55 -0.03  C6 1.593, C9 1.597, H21 1.136, H22 1.144
9 C -7.48 1.34 1.36  C8 1.597, H23 1.133, H24 1.139, H25 1.141
10 C -4.69 2.25 -0.63  C5 1.553, Cl11 1.796, N12 1.386
11 Cl -5.99 3.00 -1.62  C10 1.796
12 N -3.51 2.90 -0.31  C10 1.386, N13 1.407, N14 1.318
13 N -3.43 4.20 -0.83  N12 1.407, H26 1.038, H27 1.039
14 N -2.43 2.54 0.36  C3 1.374, N12 1.318
15 H 1.16 0.35 1.99  C1 1.133
16 H -3.54 -0.68 1.14  C4 1.134
17 H -5.98 -1.05 0.28  C6 1.142
18 H -6.37 -1.75 -1.93  C7 1.138
19 H -6.55 -0.01 -2.63  C7 1.137
20 H -4.91 -0.70 -2.21  C7 1.137
21 H -7.87 1.24 -0.84  C8 1.136
22 H -8.24 -0.29 0.07  C8 1.144
23 H -6.54 1.24 1.97  C9 1.133
24 H -7.67 2.46 1.23  C9 1.139
25 H -8.33 0.92 1.99  C9 1.141
26 H -2.46 4.55 -0.71  N13 1.038
27 H -3.53 4.16 -1.87  N13 1.039
28 F 3.02 -2.71 1.51  C29 1.344
29 C 3.52 -1.87 0.59  F28 1.344, C30 1.385, C34 1.385
30 C 2.67 -1.28 -0.33  C29 1.385, C31 1.391, H35 1.084
31 C 3.19 -0.41 -1.28  C30 1.391, C32 1.391, H36 1.083
32 C 4.56 -0.16 -1.32  C31 1.391, C33 1.392, H37 1.085
33 C 5.41 -0.77 -0.40  C32 1.392, C34 1.390, H38 1.084
34 C 4.89 -1.62 0.56  C29 1.385, C33 1.390, H39 1.080
35 H 1.61 -1.49 -0.29  C30 1.084
36 H 2.53 0.07 -2.00  C31 1.083
37 H 4.96 0.52 -2.07  C32 1.085
38 H 6.47 -0.57 -0.43  C33 1.084
39 H 5.53 -2.10 1.29  C34 1.080
40 F 7.44 -2.85 1.37  C41 1.347
41 C 7.71 -4.08 0.89  F40 1.347, C42 1.385, C46 1.384
42 C 6.70 -4.80 0.28  C41 1.385, C43 1.390, H47 1.083
43 C 6.97 -6.07 -0.22  C42 1.390, C44 1.392, H48 1.084
44 C 8.25 -6.60 -0.10  C43 1.392, C45 1.391, H49 1.085
45 C 9.26 -5.87 0.52  C44 1.391, C46 1.390, H50 1.084
46 C 8.99 -4.59 1.01  C41 1.384, C45 1.390, H51 1.084
47 H 5.70 -4.38 0.21  C42 1.083
48 H 6.19 -6.64 -0.70  C43 1.084
49 H 8.47 -7.59 -0.48  C44 1.085
50 H 10.26 -6.28 0.62  C45 1.084
51 H 9.76 -4.00 1.49  C46 1.084
52 F 12.44 -3.02 2.20  C53 1.343
53 C 11.96 -1.83 2.60  F52 1.343, C54 1.385, C58 1.386
54 C 12.09 -1.45 3.92  C53 1.385, C55 1.390, H59 1.083
55 C 11.60 -0.22 4.33  C54 1.390, C56 1.391, H60 1.084
56 C 10.98 0.62 3.41  C55 1.391, C57 1.390, H61 1.085
57 C 10.86 0.24 2.09  C56 1.390, C58 1.390, H62 1.084
58 C 11.36 -1.00 1.67  C53 1.386, C57 1.390, H63 1.084
59 H 12.57 -2.13 4.63  C54 1.083
60 H 11.70 0.09 5.37  C55 1.084
61 H 10.60 1.59 3.74  C56 1.085
62 H 10.37 0.89 1.37  C57 1.084
63 H 11.28 -1.31 0.64  C58 1.084
64 F 0.92 -0.99 -3.33  C65 1.339
65 C -0.21 -0.27 -3.41  F64 1.339, C66 1.385, C70 1.384
66 C -1.09 -0.49 -4.45  C65 1.385, C67 1.390, H71 1.083
67 C -2.26 0.26 -4.52  C66 1.390, C68 1.393, H72 1.084
68 C -2.53 1.22 -3.55  C67 1.393, C69 1.392, H73 1.086
69 C -1.63 1.44 -2.52  C68 1.392, C70 1.388, H74 1.083
70 C -0.46 0.69 -2.44  C65 1.384, C69 1.388, H75 1.084
71 H -0.87 -1.24 -5.20  C66 1.083
72 H -2.97 0.08 -5.33  C67 1.084
73 H -3.44 1.81 -3.61  C68 1.086
74 H -1.83 2.19 -1.77  C69 1.083
75 H 0.24 0.84 -1.63  C70 1.084
76 F -10.38 1.61 -0.36  C77 1.347
77 C -10.85 2.80 0.05  F76 1.347, C78 1.385, C82 1.384
78 C -10.71 3.17 1.38  C77 1.385, C79 1.390, H83 1.083
79 C -11.19 4.41 1.80  C78 1.390, C80 1.391, H84 1.084
80 C -11.82 5.25 0.89  C79 1.391, C81 1.391, H85 1.085
81 C -11.97 4.86 -0.44  C80 1.391, C82 1.390, H86 1.084
82 C -11.47 3.63 -0.86  C77 1.384, C81 1.390, H87 1.084
83 H -10.22 2.50 2.07  C78 1.083
84 H -11.07 4.71 2.83  C79 1.084
85 H -12.20 6.21 1.22  C80 1.085
86 H -12.46 5.52 -1.15  C81 1.084
87 H -11.57 3.32 -1.89  C82 1.084

Properties
- multiplicity = 1
- HOMO level (eV) = -10.3
- E (Eh) = -2670.34316
- total charge = +1
- HOMO-LUMO gap (eV) = 5.6974

---

Molecular formula: C2H7BrN3
Method: DFT, ωB97M-V with the def2-TZVPD basis set

Each atom is followed by the atoms it is bonded to, with distances in Å.
Geometry (Å):
1 C -0.65 1.07 0.15  N3 1.184, N4 1.254
2 C 1.84 -0.94 0.92  Br6 1.951, H7 1.086, H8 1.085, H13 1.085
3 N -0.15 1.99 0.69  C1 1.184, H9 1.008
4 N -0.97 0.12 -0.60  C1 1.254, N5 1.386, H10 1.061
5 N -1.96 0.08 -1.57  N4 1.386, H11 1.012, H12 1.013
6 Br 0.67 -2.42 0.42  C2 1.951
7 H 2.79 -1.37 1.23  C2 1.086
8 H 1.39 -0.40 1.75  C2 1.085
9 H -0.36 2.51 1.53  N3 1.008
10 H -0.63 -0.85 -0.34  N4 1.061
11 H -2.28 1.00 -1.86  N5 1.012
12 H -1.69 -0.48 -2.36  N5 1.013
13 H 1.99 -0.30 0.05  C2 1.085

Properties
- multiplicity = 1
- HOMO level (eV) = -14.5
- E (Eh) = -2818.34336
- total charge = +1
- HOMO-LUMO gap (eV) = 10.0770

---

Molecular formula: C43H78NO13
Method: DFT, ωB97M-V with the def2-TZVPD basis set

Each atom is followed by the atoms it is bonded to, with distances in Å.
Geometry (Å):
1 C 2.30 12.93 5.00  C2 1.539, H18 1.085, H19 1.084, H20 1.086
2 C 2.80 11.47 4.95  C1 1.539, C3 1.539, H21 1.086, H22 1.086
3 C 1.96 10.60 5.90  C2 1.539, C4 1.544, H23 1.085, H24 1.089
4 C 2.73 9.46 6.60  C3 1.544, N5 1.487, H25 1.081, H26 1.079
5 N 2.60 8.19 5.84  C4 1.487, C6 1.353, C13 1.351
6 C 1.49 7.47 6.09  N5 1.353, C7 1.380, H27 1.076
7 C 1.21 6.28 5.44  C6 1.380, C8 1.393, H28 1.076
8 C 2.12 5.83 4.49  C7 1.393, C9 1.504, C12 1.379
9 C 1.89 4.56 3.72  C8 1.504, O10 1.175, O11 1.344
10 O 2.48 3.57 3.98  C9 1.175
11 O 0.98 4.64 2.74  C9 1.344, H29 0.968
12 C 3.25 6.58 4.23  C8 1.379, C13 1.402, H30 1.077
13 C 3.50 7.78 4.92  N5 1.351, C12 1.402, C14 1.479
14 C 4.72 8.56 4.60  C13 1.479, C15 1.537, H31 1.080, H32 1.087
15 C 5.97 7.91 5.21  C14 1.537, C16 1.510, O17 1.345, H33 1.078
16 C 5.77 6.87 6.28  C15 1.510, O17 1.554, H34 1.082, H35 1.082
17 O 6.22 6.65 4.81  C15 1.345, C16 1.554
18 H 2.84 13.50 4.25  C1 1.085
19 H 1.23 12.99 4.84  C1 1.084
20 H 2.57 13.34 5.96  C1 1.086
21 H 3.84 11.50 5.26  C2 1.086
22 H 2.69 11.11 3.94  C2 1.086
23 H 1.41 11.20 6.61  C3 1.085
24 H 1.21 10.11 5.27  C3 1.089
25 H 2.25 9.29 7.56  C4 1.081
26 H 3.76 9.72 6.76  C4 1.079
27 H 0.79 7.84 6.82  C6 1.076
28 H 0.30 5.75 5.66  C7 1.076
29 H 0.98 5.56 2.44  O11 0.968
30 H 4.00 6.28 3.52  C12 1.077
31 H 4.72 9.56 5.00  C14 1.080
32 H 4.89 8.57 3.53  C14 1.087
33 H 6.81 8.57 5.36  C15 1.078
34 H 6.64 6.39 6.72  C16 1.082
35 H 4.98 6.14 6.25  C16 1.082
36 C 0.35 0.63 -1.35  C37 1.508, H40 1.088, H41 1.091, H42 1.092
37 C -0.28 1.63 -0.42  C36 1.508, O38 1.210, C39 1.512
38 O -1.46 1.88 -0.46  C37 1.210
39 C 0.63 2.31 0.58  C37 1.512, H43 1.091, H44 1.091, H45 1.084
40 H -0.42 0.21 -2.01  C36 1.088
41 H 1.12 1.11 -1.95  C36 1.091
42 H 0.80 -0.19 -0.78  C36 1.092
43 H 1.41 2.86 0.05  C39 1.091
44 H 1.09 1.57 1.23  C39 1.091
45 H 0.05 3.00 1.18  C39 1.084
46 C 7.32 8.43 -0.35  C47 1.504, H50 1.087, H51 1.091, H52 1.091
47 C 6.44 7.97 0.78  C46 1.504, O48 1.214, C49 1.508
48 O 6.20 8.68 1.73  C47 1.214
49 C 5.87 6.58 0.68  C47 1.508, H53 1.090, H54 1.091, H55 1.088
50 H 7.66 9.44 -0.15  C46 1.087
51 H 8.18 7.77 -0.45  C46 1.091
52 H 6.75 8.42 -1.29  C46 1.091
53 H 6.67 5.84 0.62  C49 1.090
54 H 5.25 6.49 -0.22  C49 1.091
55 H 5.26 6.36 1.55  C49 1.088
56 C -4.37 0.25 3.54  C57 1.510, H60 1.088, H61 1.091, H62 1.091
57 C -4.14 -0.58 2.30  C56 1.510, O58 1.210, C59 1.506
58 O -4.43 -1.76 2.25  C57 1.210
59 C -3.53 0.10 1.10  C57 1.506, H63 1.089, H64 1.091, H65 1.088
60 H -4.81 -0.37 4.32  C56 1.088
61 H -3.41 0.65 3.90  C56 1.091
62 H -5.04 1.08 3.32  C56 1.091
63 H -2.55 0.49 1.35  C59 1.089
64 H -4.18 0.92 0.77  C59 1.091
65 H -3.43 -0.62 0.29  C59 1.088
66 C -5.07 -0.05 -2.97  C67 1.509, H70 1.088, H71 1.092, H72 1.091
67 C -4.61 -1.49 -2.95  C66 1.509, O68 1.211, C69 1.510
68 O -3.60 -1.83 -3.52  C67 1.211
69 C -5.46 -2.48 -2.20  C67 1.510, H73 1.092, H74 1.092, H75 1.087
70 H -4.36 0.55 -3.54  C66 1.088
71 H -6.06 0.02 -3.43  C66 1.092
72 H -5.11 0.34 -1.95  C66 1.091
73 H -6.46 -2.50 -2.62  C69 1.092
74 H -5.52 -2.19 -1.14  C69 1.092
75 H -5.02 -3.47 -2.26  C69 1.087
76 C 0.16 -2.83 3.27  C77 1.512, H80 1.088, H81 1.092, H82 1.091
77 C -0.35 -3.20 1.89  C76 1.512, O78 1.210, C79 1.506
78 O 0.36 -3.13 0.92  C77 1.210
79 C -1.77 -3.67 1.79  C77 1.506, H83 1.090, H84 1.092, H85 1.088
80 H 1.20 -2.52 3.20  C76 1.088
81 H -0.44 -2.02 3.68  C76 1.092
82 H 0.09 -3.69 3.93  C76 1.091
83 H -2.45 -2.88 2.14  C79 1.090
84 H -1.92 -4.56 2.40  C79 1.092
85 H -2.01 -3.90 0.76  C79 1.088
86 C 0.23 -7.18 -2.77  C87 1.508, H90 1.083, H91 1.091, H92 1.090
87 C 0.18 -6.69 -1.35  C86 1.508, O88 1.212, C89 1.511
88 O -0.63 -7.12 -0.56  C87 1.212
89 C 1.19 -5.64 -0.94  C87 1.511, H93 1.090, H94 1.092, H95 1.085
90 H -0.54 -7.92 -2.93  C86 1.083
91 H 0.07 -6.34 -3.46  C86 1.091
92 H 1.21 -7.62 -2.98  C86 1.090
93 H 1.06 -4.74 -1.54  C89 1.090
94 H 2.20 -6.02 -1.07  C89 1.092
95 H 1.03 -5.38 0.10  C89 1.085
96 C -4.24 -7.27 1.50  C97 1.510, H100 1.087, H101 1.091, H102 1.091
97 C -5.25 -6.17 1.31  C96 1.510, O98 1.209, C99 1.511
98 O -5.82 -6.00 0.26  C97 1.209
99 C -5.53 -5.28 2.51  C97 1.511, H103 1.091, H104 1.091, H105 1.087
100 H -4.13 -7.83 0.57  C96 1.087
101 H -3.27 -6.85 1.77  C96 1.091
102 H -4.56 -7.95 2.29  C96 1.091
103 H -4.62 -4.77 2.82  C99 1.091
104 H -5.92 -5.87 3.34  C99 1.091
105 H -6.27 -4.53 2.23  C99 1.087
106 C -7.07 -0.32 -6.80  C107 1.509, H110 1.088, H111 1.091, H112 1.091
107 C -7.92 -0.85 -5.67  C106 1.509, O108 1.210, C109 1.509
108 O -8.22 -0.16 -4.73  C107 1.210
109 C -8.37 -2.29 -5.77  C107 1.509, H113 1.091, H114 1.091, H115 1.087
110 H -6.82 0.72 -6.61  C106 1.088
111 H -6.16 -0.90 -6.89  C106 1.091
112 H -7.63 -0.38 -7.74  C106 1.091
113 H -7.50 -2.95 -5.82  C109 1.091
114 H -8.97 -2.43 -6.67  C109 1.091
115 H -8.96 -2.54 -4.90  C109 1.087
116 C 1.51 -10.89 -5.24  C117 1.507, H120 1.086, H121 1.091, H122 1.092
117 C 0.12 -10.31 -5.18  C116 1.507, O118 1.211, C119 1.509
118 O -0.07 -9.14 -4.94  C117 1.211
119 C -1.02 -11.25 -5.45  C117 1.509, H123 1.091, H124 1.091, H125 1.087
120 H 2.24 -10.10 -5.03  C116 1.086
121 H 1.62 -11.67 -4.49  C116 1.091
122 H 1.71 -11.30 -6.23  C116 1.092
123 H -1.02 -12.06 -4.71  C119 1.091
124 H -0.93 -11.68 -6.45  C119 1.091
125 H -1.96 -10.71 -5.38  C119 1.087
126 C 3.71 -8.86 -7.52  C127 1.510, H130 1.083, H131 1.091, H132 1.091
127 C 3.79 -9.97 -8.55  C126 1.510, O128 1.209, C129 1.509
128 O 3.28 -11.05 -8.35  C127 1.209
129 C 4.53 -9.66 -9.83  C127 1.509, H133 1.091, H134 1.091, H135 1.087
130 H 3.16 -9.22 -6.66  C126 1.083
131 H 4.72 -8.57 -7.21  C126 1.091
132 H 3.20 -8.00 -7.94  C126 1.091
133 H 5.56 -9.40 -9.61  C129 1.091
134 H 4.05 -8.83 -10.34  C129 1.091
135 H 4.51 -10.54 -10.47  C129 1.087

Properties
- multiplicity = 1
- HOMO level (eV) = -9.8
- E (Eh) = -2717.79955
- total charge = +1
- HOMO-LUMO gap (eV) = 5.5873

---

Molecular formula: C7H16Si2
Method: DFT, ωB97M-V with the def2-TZVPD basis set

Each atom is followed by the atoms it is bonded to, with distances in Å.
Geometry (Å):
1 C -0.61 -0.85 -2.03  C2 1.249, H10 1.115
2 C 0.05 -0.04 -1.36  C1 1.249, Si9 1.904
3 C -1.09 -2.92 1.89  Si8 1.901, H11 1.090, H12 1.039, H13 1.180
4 C -2.69 -1.93 -0.11  Si8 1.917, H14 1.094, H15 1.117, H16 1.114
5 C 1.10 1.63 1.83  Si9 2.241, H17 1.121, H18 1.178, H19 1.145
6 C 0.39 2.83 -1.21  Si9 1.911, H20 1.122, H21 1.071, H22 1.059
7 C 2.80 1.15 -1.06  Si9 1.881, H23 1.093, H24 1.123, H25 1.051
8 Si -1.59 -1.19 1.28  C3 1.901, C4 1.917
9 Si 1.05 1.24 -0.37  C2 1.904, C5 2.241, C6 1.911, C7 1.881
10 H -1.21 -1.67 -2.50  C1 1.115
11 H -1.83 -3.72 1.83  C3 1.090
12 H -0.36 -3.20 1.20  C3 1.039
13 H -0.77 -3.00 3.02  C3 1.180
14 H -3.69 -2.09 0.29  C4 1.094
15 H -2.88 -1.25 -0.98  C4 1.117
16 H -2.38 -2.93 -0.48  C4 1.114
17 H 1.37 2.68 2.14  C5 1.121
18 H 0.10 1.41 2.42  C5 1.178
19 H 1.87 0.89 2.24  C5 1.145
20 H -0.62 3.24 -0.96  C6 1.122
21 H 1.12 3.60 -1.01  C6 1.071
22 H 0.43 2.66 -2.25  C6 1.059
23 H 3.20 0.15 -1.21  C7 1.093
24 H 2.84 1.54 -2.12  C7 1.123
25 H 3.42 1.79 -0.51  C7 1.051

Properties
- multiplicity = 1
- HOMO level (eV) = -8.1
- E (Eh) = -855.13410
- total charge = 0
- HOMO-LUMO gap (eV) = 8.0034

---

Molecular formula: C4H13N2O2
Method: DFT, ωB97M-V with the def2-TZVPD basis set

Each atom is followed by the atoms it is bonded to, with distances in Å.
Geometry (Å):
1 O 1.55 0.06 -0.86  C2 1.252
2 C 0.33 0.17 -1.10  O1 1.252, N3 1.403, C5 1.512
3 N -0.11 0.04 -2.43  C2 1.403, C4 1.425, H8 1.062
4 C -1.39 0.36 -2.97  N3 1.425, H9 1.052, H10 1.157, H11 1.127
5 C -0.57 0.32 0.10  C2 1.512, N6 1.497, H12 1.204, H13 1.104
6 N 0.04 -0.15 1.39  C5 1.497, C7 1.493, H14 1.240, H15 1.019
7 C -0.19 0.83 2.49  N6 1.493, H16 1.152, H17 1.158, H18 1.128
8 H 0.68 -0.01 -3.14  N3 1.062
9 H -1.99 -0.47 -3.18  C4 1.052
10 H -1.97 0.96 -2.16  C4 1.157
11 H -1.27 0.86 -3.98  C4 1.127
12 H -0.99 1.42 0.35  C5 1.204
13 H -1.44 -0.27 -0.24  C5 1.104
14 H 1.24 -0.29 1.13  N6 1.240
15 H -0.43 -1.03 1.60  N6 1.019
16 H 0.71 0.85 3.21  C7 1.152
17 H -1.17 0.59 3.07  C7 1.158
18 H -0.31 1.91 2.18  C7 1.128
19 H 3.22 -1.82 1.59  O21 1.013
20 H 1.85 -2.61 1.37  O21 0.983
21 O 2.21 -1.71 1.57  H19 1.013, H20 0.983

Properties
- multiplicity = 1
- HOMO level (eV) = -13.3
- E (Eh) = -419.91231
- total charge = +1
- HOMO-LUMO gap (eV) = 10.2539

---

Question: Which formula does entry 4 have?
Answer: C43H78NO13